Record 1
Formula: C11H28Cl2NO2P2Pr
Source: the OMol25 dataset
Level of theory: ωB97M-V/def2-TZVPD

Positions of all 47 atoms, in Å:
1 C 1.5243 -0.0568 -4.9944
2 C 1.2732 -0.0815 -3.5615
3 H 2.6226 -0.0789 -5.3337
4 H 0.9991 0.8733 -5.3610
5 H 0.9146 -0.8836 -5.4532
6 O 1.9072 -0.1584 -2.5511
7 Cl -1.6085 0.5487 -3.0705
8 Pr -0.0779 0.0617 -1.1027
9 P -0.1694 3.0050 -0.5905
10 C 0.8567 4.0450 0.4505
11 C -0.1430 3.9013 -2.2045
12 H -0.4568 4.9540 -2.0473
13 H -2.0674 4.5583 -0.2417
14 H -0.8062 3.3806 -2.9259
15 H -2.6226 2.8258 -0.4181
16 H 1.8989 3.9075 0.1707
17 H 0.8923 3.8654 -2.5958
18 C -1.8684 3.5014 0.0265
19 H 0.5964 5.1005 0.3508
20 H -1.8887 3.3686 1.1245
21 H 0.7554 3.7452 1.4942
22 P 0.1080 -2.9632 -0.1998
23 C 1.2791 -3.7734 0.9797
24 C -1.5046 -3.5575 0.5358
25 H -0.4054 -3.6157 -2.4310
26 H 0.0021 -5.0227 -1.4538
27 H 1.2639 -3.9459 -2.0361
28 C 0.2530 -3.9907 -1.6540
29 H -2.3194 -3.0522 0.0022
30 H -1.5924 -4.6512 0.4437
31 H 1.1218 -4.8693 1.0295
32 H 1.1639 -3.3460 1.9941
33 H -1.5632 -3.2600 1.5937
34 H 2.3080 -3.5693 0.6412
35 Cl -2.4291 -0.1698 0.1428
36 C 1.9460 0.2743 3.8148
37 N 0.5375 0.5071 3.5966
38 C -0.3479 0.7471 4.7366
39 C 0.0958 0.4616 2.3338
40 O 0.8484 0.2777 1.3459
41 H 2.1199 0.3698 4.8751
42 H 2.5633 0.9833 3.2733
43 H 2.2476 -0.7136 3.4798
44 H -0.8367 1.7245 4.6277
45 H -1.1374 -0.0158 4.7551
46 H 0.2767 0.7071 5.6311
47 H -0.9692 0.5870 2.1877

As for the charge: +2. The expectation value of S² is 2.00. The calculation puts the total energy at -75124.0724 eV. The HOMO energy (alpha / beta) is -14.85 / -14.86 eV. As for the frontier orbital gap (alpha / beta): 0.1501 / 0.1480 Eh. Its spin multiplicity is 3.

***

Record 2
Formula: C11H29AsO5PRuS2
Source: the OMol25 dataset
Level of theory: ωB97M-V/def2-TZVPD

Positions of all 50 atoms, in Å:
1 Ru 0.0821 0.6538 -0.2785
2 C 2.9862 0.8593 0.5421
3 O 2.4691 1.0975 -0.7710
4 C 2.7313 2.4068 -1.2660
5 C 1.6383 3.3901 -0.8150
6 O 0.3454 2.8965 -1.1212
7 C -0.0603 3.0163 -2.4815
8 H 4.0793 0.8182 0.5043
9 H 2.5908 -0.1104 0.8625
10 H 2.6812 1.6368 1.2481
11 H 2.7455 2.3262 -2.3590
12 H 3.7069 2.7594 -0.9142
13 H 1.8009 4.3646 -1.2891
14 H 1.6548 3.5117 0.2757
15 H 0.2980 3.9598 -2.8977
16 H -1.1520 3.0171 -2.4827
17 H 0.3055 2.1834 -3.0932
18 C -4.4783 1.7971 4.0166
19 C -3.1032 1.9366 3.4111
20 O -3.1723 1.6594 1.9700
21 P -2.2629 0.6216 1.2713
22 S -2.3334 0.9247 -0.7641
23 S -0.3357 0.7787 2.0788
24 O -2.8661 -0.7783 1.6222
25 C -2.3732 -2.0742 1.2010
26 C -2.5298 -3.0228 2.3696
27 H -4.4009 1.9407 5.0919
28 H -4.8911 0.8112 3.8274
29 H -5.1541 2.5451 3.6135
30 H -2.3928 1.2484 3.8780
31 H -2.7260 2.9567 3.4973
32 H -1.3246 -1.9844 0.8799
33 H -2.9832 -2.3880 0.3523
34 H -1.9480 -2.6762 3.2176
35 H -2.1965 -4.0147 2.0834
36 H -3.5761 -3.0713 2.6578
37 C 1.2981 -1.5771 -3.6226
38 As 1.6003 -2.3151 -1.8449
39 C 3.4824 -2.1677 -1.3484
40 C 1.0556 -4.1757 -1.7087
41 O 0.6335 -1.4646 -0.7699
42 H 2.0175 -1.9726 -4.3387
43 H 1.4076 -0.4916 -3.5480
44 H 0.2862 -1.8228 -3.9518
45 H 4.0657 -2.8857 -1.9235
46 H 3.5896 -2.3996 -0.2877
47 H 3.8395 -1.1592 -1.5546
48 H 1.7414 -4.7915 -2.2907
49 H 0.0392 -4.2911 -2.0894
50 H 1.0867 -4.4853 -0.6609

As for the charge: +2. The expectation value of S² is 0.99. The calculation puts the total energy at -116479.5493 eV. The HOMO energy (alpha / beta) is -15.71 / -15.51 eV. As for the frontier orbital gap (alpha / beta): 0.2576 / 0.2650 Eh. The energy above the lowest of the compared OMol25 structures with the same formula, charge and spin is 232.6 kJ/mol. Its spin multiplicity is 2.

***

Record 3
Formula: C11H29Cl2LaOPS
Source: the OMol25 dataset
Level of theory: ωB97M-V/def2-TZVPD

Positions of all 46 atoms, in Å:
1 La -1.2635 0.9444 0.7707
2 Cl 0.9843 2.6664 0.7911
3 Cl -2.9357 -1.0800 0.2384
4 H -1.4128 1.8688 -0.9042
5 H -0.3876 0.2125 2.2744
6 P 0.7046 -0.6225 -0.6159
7 C 2.3242 -0.6178 0.2915
8 C 0.3217 -2.3825 -1.0033
9 C 1.0490 0.3550 -2.1732
10 C 2.2059 -0.6209 1.8314
11 H 2.7660 0.3610 0.0146
12 C 3.2525 -1.7556 -0.1564
13 H 2.9505 -2.6979 0.3165
14 H 4.2809 -1.5284 0.1593
15 H 3.2634 -1.8952 -1.2385
16 H 1.9368 0.3736 2.2044
17 H 3.1720 -0.8935 2.2808
18 H 1.4573 -1.3426 2.1843
19 H 1.4185 1.3044 -1.7302
20 C -0.2096 0.6945 -3.0117
21 C 2.1381 -0.2805 -3.0472
22 H 3.1287 -0.1900 -2.5910
23 H 2.1699 0.2216 -4.0243
24 H 1.9238 -1.3418 -3.2293
25 H -1.1555 0.5069 -2.4866
26 H -0.2320 0.1219 -3.9497
27 H -0.1929 1.7655 -3.2563
28 C -0.0458 -3.1183 0.3151
29 H 1.2338 -2.8548 -1.4178
30 C -0.7991 -2.5541 -2.0517
31 H 0.8480 -3.4056 0.8804
32 H -0.6146 -4.0288 0.0939
33 H -0.6901 -2.5052 0.9615
34 H -1.7067 -2.0210 -1.7402
35 H -1.0606 -3.6168 -2.1294
36 H -0.4926 -2.2011 -3.0404
37 C -4.3649 3.6365 2.6608
38 S -3.0665 2.6254 2.0649
39 C -1.6648 3.2136 3.0285
40 O -3.2377 1.1522 2.5161
41 H -4.0799 4.6843 2.4726
42 H -4.4471 3.4158 3.7290
43 H -5.2806 3.3818 2.0966
44 H -2.0666 3.4938 4.0171
45 H -0.8474 2.4747 3.1200
46 H -1.2755 4.0805 2.4836

As for the charge: -1. The calculation puts the total energy at -59953.6414 eV. The HOMO energy is -2.62 eV. As for the frontier orbital gap: 0.1755 Eh. The energy above the lowest of the compared OMol25 structures with the same formula, charge and spin is 61.3 kJ/mol. Its spin multiplicity is 1.

***

Q: Which of these has the highest spin multiplicity?
A: C11H28Cl2NO2P2Pr

***

Q: Which value of total energy does entry 2 give?
A: -116479.5493 eV

***

Q: What is the charge in the second record?
A: +2